Record 1
Below is a 7-piece molecular cluster, C16H36Cl2F3N2O6 overall, with properties calculated with ωB97M-V/def2-TZVPD.

Computed properties:
HOMO	-12.862	eV
energy	-2411.93456	a.u.
Kohn-Sham gap	7.914	eV
total charge	+1
largest force on an atom	0.0350	hartree/bohr

Positions of all 65 atoms, in Å:
F: 2.614 0.147 1.421
H: 1.902 1.751 -2.117
C: 0.352 -4.735 0.665
H: -3.539 6.186 -2.766
H: 5.172 0.538 3.989
Cl: 0.501 -5.820 2.074
H: 1.386 -1.151 7.584
H: 2.515 0.827 4.251
H: 1.680 -1.873 1.912
H: 3.639 1.382 -0.780
O: -2.912 6.152 -3.494
H: 4.711 2.629 -1.311
O: -6.388 2.190 -2.956
C: 0.052 0.783 -0.654
H: -0.539 2.630 -1.421
Cl: -2.813 2.808 -3.728
C: 2.690 3.321 -0.801
C: -0.685 0.074 -1.634
H: -2.366 2.096 -1.552
O: -1.468 -8.582 1.679
C: -1.244 0.823 -2.817
H: 2.177 -3.960 1.392
C: 1.564 2.644 -1.597
F: 0.870 0.136 2.711
C: 3.922 2.414 -0.605
H: -3.539 -0.138 -1.648
H: -0.951 -7.863 1.303
H: 4.568 1.455 5.038
H: 1.811 0.210 5.450
C: 1.384 -3.614 0.743
H: -3.025 5.273 -3.871
H: -1.978 -2.902 -2.056
H: 1.239 3.333 -2.366
H: -4.556 1.257 -1.782
H: 0.571 -5.339 -0.203
H: -6.539 2.841 -3.648
F: 1.354 1.903 1.598
N: -0.399 -1.973 -0.581
H: -4.151 0.338 -3.215
O: 5.234 1.430 4.339
H: 3.016 4.165 -1.395
H: 2.332 3.730 0.132
C: -3.767 0.721 -2.278
O: 0.830 -1.219 6.801
C: 0.260 2.264 -0.800
H: -0.506 1.578 -3.052
H: -1.091 -8.708 2.554
C: 0.545 0.016 0.374
C: 0.848 -2.315 1.401
H: 4.292 2.443 0.410
H: -0.958 -2.272 -3.351
H: -2.458 -1.443 -2.973
H: -1.315 0.209 -3.705
C: -1.646 -2.009 -2.555
C: -2.540 1.572 -2.482
H: 0.161 2.790 0.133
N: -0.891 -1.225 -1.564
C: 1.336 0.580 1.533
O: 2.489 0.854 5.210
H: -0.655 -4.360 0.602
H: 0.047 -2.584 2.079
H: -0.055 -1.367 7.148
C: 0.299 -1.374 0.337
H: 1.841 -3.391 -0.214
H: -7.227 1.721 -2.888

=====

Record 2
Below is a 5-piece molecular cluster, C56H55Br2ClN3O19PS overall, with properties calculated with ωB97M-V/def2-TZVPD.

Computed properties:
HOMO	-8.257	eV
energy	-10108.34750	a.u.
Kohn-Sham gap	6.732	eV
largest force on an atom	0.0622	hartree/bohr

Positions of all 138 atoms, in Å:
H: 0.751 -2.771 4.126
C: 0.780 3.306 -1.057
O: -2.489 -9.034 2.299
C: -2.010 -7.950 1.660
H: -5.783 -1.738 1.465
H: 4.519 -6.790 -5.584
H: 1.088 -6.835 -4.646
O: 4.805 -3.006 -4.569
C: 2.639 -4.021 -7.195
C: 0.824 -0.984 5.490
O: 1.225 -0.673 -2.170
C: -0.548 4.313 2.545
H: 0.373 1.360 3.113
H: 0.202 3.473 4.434
C: 0.598 4.168 3.652
H: -7.122 -0.149 2.819
S: -1.022 -0.445 -0.005
C: -3.394 0.354 7.755
H: -1.417 -0.347 -2.735
C: -0.448 1.297 0.007
H: 2.330 4.196 2.183
C: 1.388 -3.406 -6.755
H: -7.701 1.802 4.106
C: 4.802 -8.917 -5.190
C: -2.911 -6.761 1.574
H: -0.779 1.474 4.258
C: 0.091 7.718 -1.085
C: -4.238 1.590 7.194
O: -4.027 -6.822 2.058
H: 2.616 -4.587 -8.116
O: 4.922 -4.434 -6.863
C: -6.594 1.625 3.975
C: -2.537 -0.357 6.612
N: -1.058 0.487 -3.221
H: -0.665 0.753 6.452
C: 1.978 3.660 3.103
H: -1.976 5.384 0.613
H: -2.723 0.641 8.606
C: -1.178 -5.547 0.378
H: 1.170 7.942 -1.277
Br: 0.942 5.929 4.532
H: -0.771 9.481 -2.221
C: 0.481 4.105 0.156
O: 0.345 -3.525 -7.372
O: 0.872 -8.890 -4.110
C: -0.982 -0.260 6.819
H: -6.300 2.299 3.113
C: -0.752 2.071 1.218
H: 1.994 2.562 2.877
O: 5.982 -8.957 -5.484
H: -4.575 2.286 8.003
H: -4.165 -0.407 8.071
H: -3.775 6.859 -0.317
O: 1.584 -0.128 5.886
O: -0.688 -4.453 -0.238
C: 0.289 1.915 -1.111
C: 6.140 7.703 -6.008
H: 0.209 -4.699 -0.533
O: 0.250 -2.024 -5.121
H: -1.639 1.257 -2.854
H: -1.524 4.003 3.018
H: 5.570 -4.185 -6.175
H: 1.042 -1.172 3.257
C: 2.524 -2.460 -4.775
H: 7.232 4.465 -5.232
C: 5.338 5.283 -4.742
H: -3.059 -4.702 0.868
C: 7.045 6.514 -5.957
O: 3.309 6.386 -4.331
H: -3.389 -8.790 2.588
C: 3.755 -3.878 -6.476
C: -3.694 -1.181 0.839
C: -0.286 -6.745 0.439
P: 0.584 0.824 -2.648
C: 4.915 7.672 -5.475
H: 2.316 -11.071 -4.080
H: -2.840 0.141 5.641
C: -1.627 6.261 0.017
H: -0.401 -2.276 -5.804
N: -1.444 1.578 2.389
Br: 1.803 4.059 -2.555
H: -6.414 2.894 5.748
H: 2.765 3.843 3.888
C: -2.398 8.283 -1.343
C: 1.407 -2.601 -5.496
C: -3.763 0.807 2.868
C: -4.966 0.000 2.694
C: 2.725 -7.689 -4.899
C: -0.784 -7.937 1.126
H: 7.516 8.571 -6.916
O: 0.817 -6.696 -0.073
H: -0.671 5.402 2.300
C: 4.423 6.463 -4.817
H: -3.186 8.957 -1.754
H: 3.968 4.425 -3.817
O: -0.350 -1.354 6.105
C: -6.283 0.152 3.516
C: -0.268 3.475 1.246
C: -5.449 1.021 6.311
H: -3.509 2.156 6.536
Cl: -3.692 -2.481 -0.419
H: 2.549 -1.882 -3.861
O: 1.979 -6.569 -4.947
C: 0.953 5.602 0.297
H: 4.250 8.524 -5.508
C: -5.769 2.122 5.228
H: -0.749 -0.414 7.908
H: 1.731 -0.597 -1.338
C: 2.044 -8.936 -4.436
O: 6.616 8.805 -6.617
C: -0.979 8.565 -1.617
C: -2.523 -0.335 1.006
H: 2.355 -1.949 4.210
C: 4.114 -10.170 -4.753
C: -2.405 -5.562 0.909
C: 6.562 5.313 -5.278
H: 1.827 5.728 -0.395
C: 1.245 -1.763 4.185
N: -0.562 1.011 3.362
O: 4.853 -11.296 -4.730
H: -4.827 2.681 4.956
O: 8.146 6.580 -6.472
C: 4.014 -7.686 -5.249
C: -4.919 -1.050 1.649
H: -5.077 0.049 5.902
H: 5.744 -11.028 -5.025
H: -0.123 -8.791 1.180
H: -6.343 -0.593 4.362
H: -2.869 -1.430 6.498
C: 2.825 -10.172 -4.400
C: 3.768 -3.095 -5.203
H: -6.293 0.882 7.047
C: -0.203 6.527 -0.255
H: 1.228 5.846 1.351
C: -2.703 7.112 -0.526
H: -3.765 1.580 3.669
C: -2.544 0.687 2.072
O: 4.871 4.191 -4.109

=====

Record 3
Below is C19H23F5NOPTi as an isolated structure, with properties calculated with ωB97M-V/def2-TZVPD.

Computed properties:
HOMO	-14.523	eV
energy	-2557.26094	a.u.
Kohn-Sham gap	5.567	eV
total charge	+2
energy above the lowest of the compared OMol25 structures with the same formula, charge and spin	0.0169	eV
largest force on an atom	0.1125	hartree/bohr

Positions of all 51 atoms, in Å:
F: -1.137 0.590 6.316
C: 2.163 -2.244 -0.095
H: -1.419 3.479 -0.584
H: 2.865 -1.457 0.211
H: 2.036 -2.164 -2.685
H: -2.838 -1.500 -3.431
H: -0.044 -3.288 -0.165
O: -0.323 -0.540 1.788
H: -2.028 -2.747 -1.785
H: 1.544 1.630 -2.614
H: 2.375 3.931 0.722
H: 0.797 -0.881 -2.865
C: -2.420 -0.582 -3.009
C: -0.761 3.014 -1.340
C: 1.978 2.289 -1.854
H: 1.755 -2.724 0.805
C: -1.460 -2.016 -1.197
P: 0.813 2.655 -0.514
H: 0.518 1.832 0.732
H: 0.200 -3.247 -1.925
F: -0.686 -2.019 7.022
H: 1.820 0.663 0.451
F: -1.011 1.326 3.670
H: 1.455 4.964 -0.422
C: -2.168 1.821 -3.034
H: -2.376 2.800 -3.472
C: -1.082 0.502 -1.307
C: -0.830 0.031 4.029
C: 1.596 -1.267 -2.223
C: -0.052 -2.632 -1.048
H: 2.373 -0.501 -2.105
N: 1.068 -1.659 -0.900
C: -1.351 1.744 -1.902
F: -0.213 -3.215 2.456
C: -1.618 -0.666 -1.859
H: 2.684 -2.993 -0.709
C: -0.891 -0.337 5.363
H: -1.929 -2.005 -0.194
C: -0.471 -2.641 4.745
C: -0.685 -1.669 5.722
H: 2.867 1.814 -1.438
C: -0.420 -2.268 3.414
H: 0.695 4.402 1.109
H: -0.569 3.762 -2.123
C: -0.535 -0.921 3.034
F: -0.307 -3.936 5.099
C: -2.683 0.654 -3.601
C: 1.386 4.138 0.298
H: -3.293 0.708 -4.501
Ti: 0.351 0.129 0.252
H: 2.262 3.239 -2.338

=====

Repeat the third record exactly.
Below is C19H23F5NOPTi as an isolated structure, with properties calculated with ωB97M-V/def2-TZVPD.

Computed properties:
HOMO	-14.523	eV
energy	-2557.26094	a.u.
Kohn-Sham gap	5.567	eV
total charge	+2
energy above the lowest of the compared OMol25 structures with the same formula, charge and spin	0.0169	eV
largest force on an atom	0.1125	hartree/bohr

Positions of all 51 atoms, in Å:
F: -1.137 0.590 6.316
C: 2.163 -2.244 -0.095
H: -1.419 3.479 -0.584
H: 2.865 -1.457 0.211
H: 2.036 -2.164 -2.685
H: -2.838 -1.500 -3.431
H: -0.044 -3.288 -0.165
O: -0.323 -0.540 1.788
H: -2.028 -2.747 -1.785
H: 1.544 1.630 -2.614
H: 2.375 3.931 0.722
H: 0.797 -0.881 -2.865
C: -2.420 -0.582 -3.009
C: -0.761 3.014 -1.340
C: 1.978 2.289 -1.854
H: 1.755 -2.724 0.805
C: -1.460 -2.016 -1.197
P: 0.813 2.655 -0.514
H: 0.518 1.832 0.732
H: 0.200 -3.247 -1.925
F: -0.686 -2.019 7.022
H: 1.820 0.663 0.451
F: -1.011 1.326 3.670
H: 1.455 4.964 -0.422
C: -2.168 1.821 -3.034
H: -2.376 2.800 -3.472
C: -1.082 0.502 -1.307
C: -0.830 0.031 4.029
C: 1.596 -1.267 -2.223
C: -0.052 -2.632 -1.048
H: 2.373 -0.501 -2.105
N: 1.068 -1.659 -0.900
C: -1.351 1.744 -1.902
F: -0.213 -3.215 2.456
C: -1.618 -0.666 -1.859
H: 2.684 -2.993 -0.709
C: -0.891 -0.337 5.363
H: -1.929 -2.005 -0.194
C: -0.471 -2.641 4.745
C: -0.685 -1.669 5.722
H: 2.867 1.814 -1.438
C: -0.420 -2.268 3.414
H: 0.695 4.402 1.109
H: -0.569 3.762 -2.123
C: -0.535 -0.921 3.034
F: -0.307 -3.936 5.099
C: -2.683 0.654 -3.601
C: 1.386 4.138 0.298
H: -3.293 0.708 -4.501
Ti: 0.351 0.129 0.252
H: 2.262 3.239 -2.338